## one
ORCA calculation (ωB97M-V/def2-TZVPD) on a molecular structure, C17H26GeN3O7STa.

Positions of all 56 atoms, in Å:
Ta 0.401 -0.409 -0.097
O 0.247 -4.541 0.116
C -0.139 -3.229 -0.222
O 0.899 -2.382 -0.245
C -0.822 -3.277 -1.610
O -0.614 -2.040 -2.269
C -1.808 -1.444 -2.749
C -2.641 -0.890 -1.580
O -3.867 -0.856 -1.696
O -1.946 -0.474 -0.605
H 1.022 -4.420 0.680
H -0.359 -4.076 -2.195
H -1.890 -3.485 -1.507
H -1.500 -0.603 -3.374
H -2.396 -2.146 -3.346
O -0.679 1.051 1.020
N -1.575 1.844 0.435
C -2.671 2.149 1.147
C -3.618 3.001 0.649
C -3.420 3.536 -0.626
C -2.309 3.182 -1.350
C -1.361 2.282 -0.836
S 0.007 1.691 -1.660
H -2.709 1.664 2.110
H -4.497 3.226 1.235
H -4.148 4.215 -1.051
H -2.142 3.555 -2.350
N 3.647 0.372 -3.224
C 3.246 -0.794 -3.842
C 2.278 -1.314 -3.038
N 2.084 -0.492 -1.959
C 2.916 0.510 -2.094
H 4.335 1.021 -3.558
H 3.682 -1.135 -4.763
H 1.694 -2.209 -3.162
H 2.997 1.330 -1.401
C -2.089 -3.472 1.228
O -1.007 -2.692 0.773
H -1.787 -4.108 2.064
H -2.497 -4.111 0.440
H -2.867 -2.779 1.547
C 1.270 3.255 2.270
Ge 1.764 1.343 2.444
C 0.531 0.489 3.743
C 3.491 1.376 3.439
C 1.962 0.365 0.806
H 0.697 3.592 3.137
H 0.676 3.416 1.370
H 2.172 3.867 2.200
H -0.136 1.223 4.201
H 1.106 0.004 4.536
H -0.076 -0.264 3.241
H 3.386 1.911 4.386
H 4.270 1.867 2.851
H 3.822 0.358 3.655
H 2.968 -0.055 0.689

The value obtained for the HOMO-LUMO gap (spin up / spin down) is 0.1746 / 0.2269 Eh. The multiplicity is 2. As for the total charge: -1.

Löwdin population analysis, charges in e, atoms 1 to 4:
1. Ta 1.495
2. O 0.043
3. C -0.724
4. O -0.237

---

## two
ORCA calculation (ωB97M-V/def2-TZVPD) on a molecular structure, C17H26GeN3O7STa.

Positions of all 56 atoms, in Å:
Ta 0.316 -0.207 -1.234
O 1.179 1.467 1.740
C -0.031 1.232 2.213
O -1.054 1.729 1.800
C -0.008 0.212 3.343
O 0.277 -1.088 2.865
C 1.639 -1.402 2.682
C 2.209 -1.258 1.267
O 3.399 -1.460 1.118
O 1.366 -0.970 0.337
H 1.133 1.658 0.726
H 0.731 0.520 4.092
H -0.996 0.173 3.796
H 2.278 -0.816 3.349
H 1.760 -2.456 2.947
O -1.180 -1.612 -0.290
N -0.720 -2.818 -0.009
C -1.128 -3.380 1.144
C -0.732 -4.645 1.496
C 0.118 -5.338 0.635
C 0.548 -4.735 -0.524
C 0.146 -3.436 -0.863
S 0.707 -2.579 -2.238
H -1.757 -2.736 1.737
H -1.069 -5.069 2.430
H 0.455 -6.335 0.885
H 1.232 -5.230 -1.196
N -1.827 3.169 -2.069
C -2.660 3.596 -3.072
C -3.886 3.748 -2.479
N -3.824 3.398 -1.147
C -2.577 3.047 -0.957
H -0.893 2.802 -2.171
H -2.314 3.759 -4.077
H -4.803 4.089 -2.932
H -2.159 2.699 -0.024
C -2.106 -0.135 -3.233
O -1.024 0.296 -2.457
H -3.033 0.302 -2.854
H -2.182 -1.225 -3.204
H -1.969 0.188 -4.269
C 4.319 0.208 -1.773
Ge 3.339 1.733 -1.023
C 3.777 3.317 -2.121
C 4.089 2.089 0.762
C 1.430 1.465 -1.137
H 5.398 0.383 -1.758
H 4.000 0.045 -2.804
H 4.099 -0.685 -1.186
H 4.852 3.510 -2.125
H 3.271 4.200 -1.727
H 3.449 3.163 -3.150
H 5.149 2.335 0.657
H 3.995 1.208 1.396
H 3.579 2.925 1.242
H 1.021 2.325 -1.689

The value obtained for the HOMO-LUMO gap (spin up / spin down) is 0.2309 / 0.2572 Eh. The multiplicity is 2. As for the total charge: -1.

Löwdin population analysis, charges in e, atoms 1 to 4:
1. Ta 1.427
2. O 0.032
3. C -0.527
4. O 0.078

---

In terms of stability, two leads; the second structure lies 109.8 kJ/mol higher.